# 1
Computed, not measured: a molecular structure, C13H25NOSSb at a distorted geometry, with the ωB97M-V functional and the def2-TZVPD basis.

CARTESIAN COORDINATES (ANGSTROEM)
1 C 2.65578 2.75869 2.02099
2 C 2.83689 2.56560 0.85110
3 C 2.91769 2.21105 -0.58896
4 C 1.93847 1.00641 -0.84303
5 C 2.76255 -0.31332 -0.80391
6 Sb 1.60355 -1.99799 -0.00886
7 N 3.41395 -3.16626 0.42720
8 C 4.17941 -2.58286 1.09717
9 S 5.50138 -1.76620 1.59385
10 O -0.10670 -1.03047 -0.60023
11 C -1.24771 -1.84334 -0.66707
12 C -2.31468 -1.34234 0.34895
13 C -1.95277 -2.00866 1.72019
14 C -2.29515 0.17125 0.58222
15 C -2.91047 1.02817 -0.54437
16 C -2.96456 2.50882 -0.01474
17 C -2.03330 1.06622 -1.82161
18 H 2.23440 2.74942 2.99656
19 H 2.59850 3.10660 -1.13565
20 H 3.95277 1.95973 -0.82918
21 H 1.40708 1.13550 -1.78658
22 H 1.25369 1.02520 0.01034
23 H 3.09609 -0.58654 -1.81658
24 H 3.67076 -0.08733 -0.23383
25 H 1.60874 -1.25076 1.57860
26 H 0.71138 -3.33366 0.70329
27 H 1.62232 -2.78080 -1.58752
28 H -1.68701 -1.69392 -1.67457
29 H -1.04629 -2.92285 -0.58187
30 H -3.30854 -1.71795 0.06379
31 H -0.91560 -1.71888 1.93230
32 H -2.58448 -1.54747 2.49057
33 H -2.06979 -3.09368 1.68551
34 H -2.93143 0.35031 1.46724
35 H -1.30684 0.55528 0.85410
36 H -3.92948 0.71419 -0.79674
37 H -2.14238 3.08006 -0.46023
38 H -2.76253 2.48809 1.06226
39 H -3.92289 2.98869 -0.23428
40 H -2.33922 1.95717 -2.39158
41 H -0.97106 1.14893 -1.58722
42 H -2.22253 0.20987 -2.47760

Properties
Molecular weight = 365.18 u
Max |F| = 2.49 eV/Å
Total charge = -1
Frontier orbital gap = 7.72 eV
E_tot = -1278.633171 a.u.

# 2
Computed, not measured: a gas-phase ion, C13H11N2 (charge +1) at a distorted geometry, with the ωB97M-V functional and the def2-TZVPD basis.

CARTESIAN COORDINATES (ANGSTROEM)
1 N 2.50443 0.67597 0.04913
2 C 1.28500 0.26619 0.05971
3 C 0.37900 0.81071 1.06571
4 C 0.70935 1.51783 2.23232
5 C -0.29489 2.02141 3.10083
6 C -1.63742 1.72589 2.99523
7 C -1.97529 0.89619 1.90177
8 C -1.00907 0.41278 0.92900
9 N -1.45903 -0.27758 -0.15805
10 C -0.66207 -0.85361 -1.06691
11 C -1.25308 -1.68427 -2.07724
12 C -0.43559 -2.12906 -2.98048
13 C 1.01294 -2.04675 -2.91508
14 C 1.58449 -1.19595 -1.97101
15 C 0.75995 -0.64599 -0.96888
16 H 2.97721 0.60784 -0.73666
17 H 2.71435 1.44594 0.73633
18 H 1.71115 1.74110 2.41816
19 H -0.09603 2.58441 3.86078
20 H -2.32096 2.04612 3.69510
21 H -3.06856 0.64520 1.75429
22 H -2.48598 -0.43998 -0.29170
23 H -2.29296 -1.74852 -2.16748
24 H -0.82182 -2.78551 -3.75763
25 H 1.53245 -2.29695 -3.79030
26 H 2.64243 -1.29340 -1.91693

Properties
Molecular weight = 195.25 u
Max |F| = 5.93 eV/Å
Relative energy (zero: lowest compared OMol25 entry of this formula, charge and spin) = 35.8 kcal per mole
Total charge = +1
Frontier orbital gap = 7.44 eV
E_tot = -611.252645 a.u.
SMILES string = Nc1c2ccccc2[nH+]c2ccccc12

# 3
Computed, not measured: 8 unconnected molecules or ions with the total composition C7H28NO10 at a distorted geometry, with the ωB97M-V functional and the def2-TZVPD basis.

CARTESIAN COORDINATES (ANGSTROEM)
1 N -0.32619 0.53634 -0.54643
2 O -1.43233 1.05452 -0.70423
3 O 0.65403 1.00644 -1.19866
4 O -0.17034 -0.50743 0.18570
5 C 4.38140 0.91891 -0.82683
6 O 3.58696 0.97754 -1.98448
7 H 5.33230 1.47883 -0.99997
8 H 3.94905 1.28914 0.07440
9 H 4.72534 -0.10197 -0.64068
10 H 2.68414 1.03539 -1.64479
11 C -0.65852 3.08660 -3.23363
12 O -1.53949 3.26860 -2.08356
13 H -0.04833 3.99887 -3.33436
14 H 0.03743 2.24995 -3.11179
15 H -1.27804 2.93810 -4.14051
16 H -1.80413 2.36253 -1.86716
17 C -1.15466 -3.51324 0.19598
18 O -0.27378 -3.09265 -0.84991
19 H -2.06188 -3.91835 -0.24753
20 H -0.64457 -4.34261 0.70050
21 H -1.41095 -2.73956 0.91030
22 H -0.12813 -2.13369 -0.76034
23 C 0.10267 3.93394 0.77245
24 O -1.09634 4.58512 0.27515
25 H 0.61546 3.31891 0.02272
26 H 0.76999 4.74773 1.10981
27 H -0.09535 3.26061 1.56735
28 H -1.20087 4.29735 -0.62573
29 C -4.06973 -2.11631 0.03480
30 O -5.09758 -1.09178 0.31555
31 H -4.38625 -2.85424 -0.70665
32 H -3.15839 -1.58973 -0.34661
33 H -3.91111 -2.59456 1.04455
34 H -5.28577 -0.69762 -0.56098
35 C -0.22197 -1.87205 2.95895
36 O -1.32422 -1.14145 2.55318
37 H 0.58886 -1.33967 3.45702
38 H -0.51279 -2.64134 3.68713
39 H 0.25301 -2.49906 2.13734
40 H -1.09373 -0.70624 1.72536
41 C 3.04162 -1.76330 1.14172
42 O 2.39899 -0.53470 1.52382
43 H 2.31595 -2.58673 1.12959
44 H 3.44944 -1.62357 0.11713
45 H 3.84168 -1.92636 1.84794
46 H 1.65710 -0.41720 0.92636

Properties
Molecular weight = 286.30 u
Max |F| = 2.45 eV/Å
Relative energy (zero: lowest compared OMol25 entry of this formula, charge and spin) = 82.0 kcal per mole
Total charge = -1
Frontier orbital gap = 9.96 eV
E_tot = -1090.515899 a.u.

# 4
Computed, not measured: 2 unconnected molecules or ions with the total composition C5H11N at a distorted geometry, with the ωB97M-V functional and the def2-TZVPD basis.

CARTESIAN COORDINATES (ANGSTROEM)
1 C -1.80135 -2.24365 2.24346
2 C -1.48895 -1.14780 2.92144
3 C -2.57190 -0.17554 3.29604
4 H -1.07540 -2.75802 1.62423
5 H -2.82101 -2.55306 2.05135
6 H -0.45786 -0.86856 3.10147
7 H -2.38163 0.80700 2.85713
8 H -2.73846 -0.02877 4.36065
9 H -3.50391 -0.49099 2.83384
10 C 1.19507 0.54529 -3.22214
11 N 2.41513 0.42818 -2.93268
12 C 3.28866 1.60041 -3.04744
13 H 0.56085 -0.25955 -3.57645
14 H 0.79574 1.57225 -3.28619
15 H 3.15153 2.22994 -2.16662
16 H 4.29012 1.18110 -3.08832
17 H 3.14337 2.16177 -3.96978

Properties
Molecular weight = 85.15 u
Max |F| = 1.75 eV/Å
Relative energy (zero: lowest compared OMol25 entry of this formula, charge and spin) = 54.9 kcal per mole
Frontier orbital gap = 10.42 eV
E_tot = -251.775042 a.u.
SMILES string = C=CC.C=NC

# 5
Computed, not measured: 2 unconnected molecules or ions with the total composition C12H18BFNO4 at a distorted geometry, with the ωB97M-V functional and the def2-TZVPD basis.

CARTESIAN COORDINATES (ANGSTROEM)
1 C -1.22054 -1.66530 0.64365
2 C -0.53414 -0.52282 -0.24033
3 C 0.20128 0.59459 0.65908
4 C -1.53500 0.22699 -1.27031
5 N -2.93295 -0.29610 -1.26277
6 C -3.90378 0.62729 -0.59647
7 B -5.18290 -0.31355 -0.13148
8 O -5.05315 -1.77068 -0.23741
9 O -6.39146 0.28761 0.35481
10 C -3.37669 1.31839 0.74590
11 O -3.13875 0.72796 1.85083
12 O -3.21094 2.70668 0.70353
13 H -0.38057 -2.42412 0.90114
14 H -1.58480 -1.28460 1.67199
15 H -2.02840 -2.26966 0.11478
16 H 0.29585 -1.04123 -0.85852
17 H -0.55476 1.23713 1.22674
18 H 0.75660 1.28844 -0.06708
19 H 0.88922 0.03910 1.37652
20 H -1.11449 -0.01071 -2.32597
21 H -1.46561 1.38118 -1.19517
22 H -3.21476 -0.29368 -2.26375
23 H -4.35676 1.40685 -1.32448
24 H -4.59203 -2.12138 0.55784
25 H -6.91304 -0.43656 0.76721
26 F 3.06158 0.03971 1.83019
27 C 4.04777 0.12830 0.92918
28 C 3.89740 -0.48345 -0.30556
29 C 4.91950 -0.38747 -1.24406
30 C 6.08473 0.31005 -0.93323
31 C 6.22641 0.91613 0.31181
32 C 5.20019 0.82996 1.24690
33 H 2.98685 -1.02856 -0.52617
34 H 4.80907 -0.85582 -2.21621
35 H 6.88359 0.38068 -1.66477
36 H 7.13605 1.45561 0.55390
37 H 5.28946 1.30304 2.21772

Properties
Molecular weight = 270.09 u
Max |F| = 6.32 eV/Å
Total charge = -1
Frontier orbital gap = 6.43 eV
E_tot = -948.561255 a.u.

Q: Which HOMO energy values were calculated for the entries above? A: -4.57, -11.81, -6.97, -9.33, -3.83, in eV.